No. 1
{
  "formula": "C33H48Ge2N6O2Pt",
  "method": "ωB97M-V/def2-TZVPD",
  "e_above_lowest_kcal_mol": 0.0,
  "largest_force_ev_per_a": 3.48,
  "total_charge": 2,
  "e_lumo_ha": [-0.286, -0.286],
  "orbital_gap_ev": [5.17, 5.16],
  "multiplicity": 1,
  "species": ["Pt", "C", "C", "O", "C", "C", "C", "N", "N", "C", "O", "C", "C", "C", "C", "C", "C", "H", "H", "H", "H", "H", "H", "H", "H", "H", "H", "H", "H", "C", "C", "Ge", "C", "C", "C", "C", "Ge", "C", "C", "C", "C", "C", "C", "C", "C", "C", "C", "H", "H", "H", "H", "H", "H", "H", "H", "H", "H", "H", "H", "H", "H", "H", "H", "H", "H", "H", "H", "H", "H", "H", "H", "H", "H", "C", "C", "C", "C", "N", "C", "N", "N", "N", "H", "H", "H", "H", "H", "H", "H", "H", "H", "H"],
  "positions_angstrom": [[-0.234, 1.813, -0.476], [-1.940, 5.744, -1.612], [-1.202, 4.636, -0.934], [-1.368, 3.477, -1.353], [-0.363, 5.009, 0.187], [0.375, 4.274, 1.073], [1.124, 4.985, 2.158], [0.474, 2.890, 1.047], [1.231, 2.392, 1.998], [1.419, 1.077, 2.035], [1.124, 0.347, 1.009], [1.927, 0.556, 3.309], [2.838, 1.326, 4.038], [3.311, 0.868, 5.255], [2.853, -0.338, 5.769], [1.920, -1.091, 5.064], [1.463, -0.653, 3.835], [-2.487, 5.370, -2.472], [-1.238, 6.524, -1.915], [-2.635, 6.205, -0.905], [-0.344, 6.076, 0.366], [0.976, 6.057, 2.072], [2.190, 4.764, 2.095], [0.786, 4.652, 3.140], [3.188, 2.268, 3.635], [4.035, 1.453, 5.805], [3.215, -0.689, 6.727], [1.545, -2.018, 5.479], [0.709, -1.225, 3.316], [-3.616, 0.783, -1.628], [-3.623, 0.843, -0.110], [-1.969, 0.756, 0.935], [-2.380, 1.754, 2.575], [-1.514, 1.690, 3.827], [-1.554, -1.125, 1.257], [-0.557, -2.015, 1.202], [1.243, -1.541, 0.573], [1.397, -1.478, -1.370], [2.006, -2.767, -1.933], [2.930, -2.089, 1.389], [3.001, -3.438, 2.103], [-0.735, -3.442, 1.555], [0.107, -4.390, 0.973], [-0.027, -5.743, 1.249], [-1.004, -6.167, 2.134], [-1.839, -5.234, 2.738], [-1.707, -3.886, 2.454], [-4.640, 0.825, -1.998], [-3.169, -0.141, -2.000], [-3.073, 1.621, -2.063], [-4.201, 0.002, 0.294], [-4.136, 1.744, 0.240], [-3.364, 1.326, 2.809], [-2.595, 2.785, 2.279], [-1.329, 0.662, 4.139], [-2.021, 2.194, 4.650], [-0.553, 2.177, 3.697], [-2.524, -1.549, 1.543], [2.027, -0.620, -1.622], [0.412, -1.305, -1.802], [3.004, -2.959, -1.536], [2.099, -2.700, -3.018], [1.385, -3.641, -1.724], [3.219, -1.294, 2.076], [3.646, -2.051, 0.563], [2.252, -3.522, 2.890], [3.983, -3.556, 2.561], [2.857, -4.273, 1.418], [0.878, -4.088, 0.264], [0.630, -6.460, 0.773], [-1.112, -7.219, 2.363], [-2.593, -5.560, 3.443], [-2.352, -3.177, 2.960], [-1.033, -1.595, -5.613], [-0.558, -0.417, -6.458], [0.945, -0.472, -6.705], [-0.991, 0.925, -5.863], [-0.455, 1.134, -4.507], [0.739, 1.615, -4.112], [0.807, 1.493, -2.812], [-0.374, 0.970, -2.436], [-1.143, 0.753, -3.437], [-0.856, -2.530, -6.145], [-2.098, -1.532, -5.384], [-0.484, -1.652, -4.668], [-1.067, -0.457, -7.425], [1.506, -0.464, -5.765], [1.290, 0.359, -7.324], [1.209, -1.396, -7.218], [-2.072, 0.997, -5.764], [-0.635, 1.760, -6.465], [1.487, 2.030, -4.769]],
  "lowdin_charge": [1.16, 0.02, -0.40, -0.08, 0.01, -0.26, 0.00, -0.15, 0.08, -0.37, -0.19, -0.18, -0.01, -0.05, -0.05, -0.05, -0.06, 0.10, 0.11, 0.11, 0.12, 0.09, 0.10, 0.10, 0.12, 0.12, 0.12, 0.12, 0.09, -0.18, -0.35, 0.91, -0.34, -0.14, -0.19, -0.30, 1.02, -0.33, -0.14, -0.28, -0.13, -0.25, -0.07, -0.05, -0.05, -0.05, -0.03, 0.08, 0.06, 0.03, 0.08, 0.07, 0.08, 0.07, 0.07, 0.08, 0.05, 0.07, 0.06, 0.04, 0.07, 0.07, 0.06, 0.06, 0.08, 0.07, 0.09, 0.07, 0.07, 0.12, 0.12, 0.12, 0.11, -0.06, -0.40, -0.06, -0.08, -0.05, -0.07, 0.04, -0.19, 0.13, 0.09, 0.09, 0.06, 0.15, 0.07, 0.09, 0.09, 0.14, 0.14, 0.15]
}

No. 2
{
  "formula": "C33H48N2O10P2SZn",
  "method": "ωB97M-V/def2-TZVPD",
  "e_above_lowest_kcal_mol": 4.6,
  "largest_force_ev_per_a": 0.12,
  "total_charge": -2,
  "e_lumo_ha": 0.153,
  "orbital_gap_ev": 6.69,
  "multiplicity": 1,
  "species": ["Zn", "O", "C", "O", "C", "C", "C", "C", "C", "C", "P", "C", "C", "C", "C", "C", "C", "C", "C", "C", "C", "C", "C", "H", "H", "H", "H", "H", "H", "H", "H", "H", "H", "H", "H", "H", "H", "C", "N", "C", "C", "C", "N", "C", "C", "H", "H", "H", "H", "H", "H", "H", "H", "H", "H", "H", "H", "H", "H", "H", "H", "C", "C", "C", "C", "O", "P", "O", "O", "O", "C", "C", "C", "C", "H", "H", "H", "H", "H", "H", "H", "H", "H", "H", "H", "H", "H", "H", "H", "H", "H", "H", "O", "S", "O", "O", "O"],
  "positions_angstrom": [[-0.038, -0.173, 0.564], [0.981, -0.908, 4.118], [1.442, -0.560, 3.034], [0.913, 0.299, 2.246], [2.822, -1.098, 2.631], [3.515, -1.782, 3.629], [4.800, -2.253, 3.436], [5.426, -2.043, 2.212], [4.744, -1.380, 1.208], [3.441, -0.908, 1.387], [2.642, -0.064, -0.055], [3.816, 1.358, -0.228], [5.052, 1.308, -0.875], [5.866, 2.428, -0.948], [5.455, 3.626, -0.376], [4.227, 3.690, 0.264], [3.411, 2.566, 0.338], [3.160, -1.080, -1.488], [3.369, -2.450, -1.410], [3.602, -3.190, -2.564], [3.637, -2.574, -3.802], [3.416, -1.203, -3.895], [3.168, -0.469, -2.748], [2.993, -1.929, 4.565], [5.310, -2.784, 4.231], [6.434, -2.402, 2.034], [5.233, -1.241, 0.252], [5.380, 0.385, -1.337], [6.822, 2.366, -1.454], [6.086, 4.505, -0.438], [3.893, 4.621, 0.704], [2.444, 2.632, 0.827], [3.311, -2.955, -0.458], [3.712, -4.264, -2.481], [3.809, -3.159, -4.698], [3.417, -0.711, -4.861], [2.980, 0.597, -2.829], [-0.478, 0.909, -2.283], [-0.910, -0.219, -1.464], [-0.613, -1.464, -2.191], [-2.344, -0.136, -1.150], [-2.705, -1.052, 0.017], [-2.058, -0.587, 1.250], [-1.974, -1.650, 2.266], [-2.773, 0.551, 1.825], [-1.051, 0.954, -3.222], [0.577, 0.777, -2.530], [-0.591, 1.831, -1.722], [-1.069, -1.411, -3.193], [-0.990, -2.334, -1.662], [0.462, -1.599, -2.281], [-2.939, -0.403, -2.036], [-2.565, 0.902, -0.894], [-2.360, -2.071, -0.171], [-3.799, -1.072, 0.144], [-2.985, -1.904, 2.622], [-1.378, -1.284, 3.103], [-1.507, -2.534, 1.837], [-3.784, 0.234, 2.127], [-2.846, 1.372, 1.120], [-2.234, 0.932, 2.687], [0.782, 2.918, 4.430], [1.091, 4.003, 3.407], [0.280, 5.267, 3.675], [2.580, 4.321, 3.422], [0.840, 3.521, 2.070], [-0.644, 3.254, 1.476], [-1.656, 3.236, 2.555], [-0.500, 2.137, 0.476], [-0.925, 4.654, 0.677], [-0.553, 4.993, -0.659], [-1.645, 4.493, -1.601], [0.820, 4.452, -1.043], [-0.519, 6.519, -0.674], [1.037, 3.279, 5.431], [1.355, 2.018, 4.217], [-0.274, 2.661, 4.395], [0.551, 5.680, 4.650], [-0.786, 5.036, 3.664], [0.484, 6.016, 2.906], [2.883, 4.650, 4.419], [2.807, 5.117, 2.708], [3.155, 3.434, 3.155], [-1.782, 3.423, -1.469], [-1.390, 4.697, -2.644], [-2.588, 4.990, -1.363], [0.832, 3.364, -1.037], [1.567, 4.800, -0.329], [1.095, 4.810, -2.039], [-1.479, 6.915, -0.339], [-0.311, 6.891, -1.681], [0.258, 6.880, 0.002], [1.157, -4.281, 1.217], [0.459, -3.556, 0.160], [0.960, -3.908, -1.179], [0.735, -2.051, 0.380], [-1.010, -3.732, 0.215]],
  "lowdin_charge": [0.62, 0.02, -0.61, -0.13, -0.10, -0.02, -0.09, -0.09, -0.11, -0.25, 1.16, -0.32, -0.10, -0.10, -0.11, -0.10, -0.09, -0.37, -0.09, -0.08, -0.11, -0.11, -0.14, 0.11, 0.09, 0.09, 0.09, 0.10, 0.09, 0.09, 0.09, 0.08, 0.10, 0.11, 0.09, 0.09, 0.10, -0.09, -0.28, -0.07, -0.18, -0.17, -0.28, -0.06, -0.09, 0.09, 0.07, 0.03, 0.09, 0.06, 0.08, 0.12, 0.10, 0.09, 0.12, 0.09, 0.08, 0.06, 0.09, 0.06, 0.08, -0.02, -0.62, -0.04, -0.04, -0.19, 0.30, -0.28, -0.30, -0.17, -0.64, -0.03, -0.03, -0.04, 0.08, 0.08, 0.08, 0.08, 0.07, 0.08, 0.08, 0.07, 0.08, 0.06, 0.08, 0.08, 0.06, 0.07, 0.09, 0.08, 0.08, 0.08, -0.38, 0.27, -0.39, -0.46, -0.42]
}